7 unconnected molecules or ions with the total composition C43H52FN4. Source: the Open Molecules 2025 dataset; level of theory: ωB97M-V with the def2-TZVPD basis set.

Geometry (Å):
C  1.38  -5.58  2.80
C  0.14  -4.50  2.90
N  -0.34  -3.94  1.58
C  -0.87  -5.00  0.65
C  -2.45  -5.35  1.04
C  -3.18  -4.28  2.08
N  -3.15  -6.42  0.53
C  0.68  -3.03  0.92
N  1.82  -3.53  0.02
N  0.57  -1.68  1.12
C  -0.46  -0.96  1.96
F  1.51  -0.88  0.49
H  0.90  -6.61  2.45
H  2.21  -5.28  2.02
H  1.84  -5.82  3.88
H  0.53  -3.57  3.54
H  -0.72  -5.00  3.55
H  -0.93  -4.49  -0.43
H  -0.19  -5.95  0.52
H  -2.87  -3.21  1.70
H  -4.36  -4.43  2.00
H  -2.84  -4.47  3.18
H  -4.10  -6.37  0.97
H  1.60  -3.15  -0.95
H  1.78  -4.56  -0.10
H  -1.33  -1.63  2.37
H  -0.98  -0.10  1.33
H  0.03  -0.44  2.91
C  -4.18  -3.72  -3.60
C  -3.45  -3.47  -2.44
C  -2.32  -2.65  -2.50
C  -1.93  -2.08  -3.71
C  -2.66  -2.33  -4.87
C  -3.79  -3.15  -4.81
H  -5.06  -4.36  -3.56
H  -3.76  -3.91  -1.50
H  -1.74  -2.46  -1.59
H  -1.05  -1.44  -3.75
H  -2.36  -1.88  -5.81
H  -4.36  -3.35  -5.72
C  -2.70  2.64  -0.15
C  -2.54  1.60  -1.07
C  -3.61  1.23  -1.89
C  -4.83  1.90  -1.79
C  -4.98  2.95  -0.88
C  -3.92  3.31  -0.05
H  -1.86  2.93  0.49
H  -1.59  1.08  -1.15
H  -3.49  0.42  -2.60
H  -5.66  1.62  -2.43
H  -5.93  3.47  -0.80
H  -4.04  4.12  0.66
C  4.44  -1.07  0.66
C  5.18  -0.82  1.82
C  6.31  -0.01  1.77
C  6.70  0.56  0.56
C  5.96  0.32  -0.60
C  4.84  -0.51  -0.55
H  3.56  -1.71  0.70
H  4.87  -1.26  2.76
H  6.88  0.18  2.67
H  7.58  1.20  0.52
H  6.27  0.76  -1.55
H  4.27  -0.70  -1.46
C  5.34  -0.29  6.92
C  6.08  -0.04  8.08
C  7.21  0.78  8.03
C  7.60  1.35  6.82
C  6.86  1.10  5.66
C  5.74  0.28  5.71
H  4.46  -0.92  6.96
H  5.77  -0.48  9.02
H  7.78  0.97  8.93
H  8.48  1.99  6.78
H  7.17  1.55  4.72
H  5.17  0.08  4.81
C  -3.91  9.47  0.73
C  -5.26  9.23  0.51
C  -5.69  7.99  0.04
C  -4.75  6.97  -0.19
C  -3.40  7.21  0.04
C  -2.97  8.46  0.49
H  -3.57  10.44  1.08
H  -5.99  10.02  0.69
H  -6.74  7.80  -0.13
H  -5.09  6.00  -0.54
H  -2.67  6.42  -0.14
H  -1.92  8.64  0.66
C  1.18  1.33  -5.82
C  -0.15  1.00  -5.57
C  -1.08  0.99  -6.62
C  -0.66  1.29  -7.92
C  0.67  1.62  -8.17
C  1.59  1.64  -7.12
H  1.90  1.35  -5.01
H  -0.47  0.76  -4.57
H  -2.11  0.74  -6.43
H  -1.38  1.28  -8.73
H  0.99  1.86  -9.18
H  2.63  1.91  -7.31

Summary:
lowest unoccupied orbital energy = -4.4 eV
DFT total energy = -1988.09214 a.u.
F_max = 6.081 eV Å⁻¹
net charge = +1

These are the Mulliken partial charges, in e, on atoms 1 to 99:
1 C -0.844
2 C -0.454
3 N 0.760
4 C -0.422
5 C 0.220
6 C -0.838
7 N -0.650
8 C -0.742
9 N -0.346
10 N 0.489
11 C -0.581
12 F -0.130
13 H 0.279
14 H 0.165
15 H 0.359
16 H 0.306
17 H 0.263
18 H 0.261
19 H 0.393
20 H 0.025
21 H 0.458
22 H 0.253
23 H 0.308
24 H 0.305
25 H 0.379
26 H 0.213
27 H 0.161
28 H 0.365
29 C -0.448
30 C -0.514
31 C -0.061
32 C -0.622
33 C -0.337
34 C -0.525
35 H 0.386
36 H 0.314
37 H 0.578
38 H 0.365
39 H 0.467
40 H 0.393
41 C -0.576
42 C -0.396
43 C -0.345
44 C -0.638
45 C -0.317
46 C -0.448
47 H 0.391
48 H 0.602
49 H 0.382
50 H 0.384
51 H 0.406
52 H 0.559
53 C 0.240
54 C -0.624
55 C -0.267
56 C -0.551
57 C -0.427
58 C -0.541
59 H 0.325
60 H 0.405
61 H 0.353
62 H 0.382
63 H 0.366
64 H 0.367
65 C -0.476
66 C -0.352
67 C -0.403
68 C -0.447
69 C -0.321
70 C -0.042
71 H 0.342
72 H 0.354
73 H 0.356
74 H 0.362
75 H 0.375
76 H 0.255
77 C -0.429
78 C -0.316
79 C -0.537
80 C -0.033
81 C -0.373
82 C -0.367
83 H 0.353
84 H 0.358
85 H 0.356
86 H 0.274
87 H 0.362
88 H 0.358
89 C -0.511
90 C -0.117
91 C -0.346
92 C -0.459
93 C -0.407
94 C -0.382
95 H 0.374
96 H 0.351
97 H 0.420
98 H 0.364
99 H 0.362

---

A molecular structure, C43H53N2P3Pd. Source: the Open Molecules 2025 dataset; level of theory: ωB97M-V with the def2-TZVPD basis set.

Geometry (Å):
Pd  -0.04  -0.69  0.86
C  -1.87  0.41  -1.82
N  -1.34  1.75  -1.68
C  -1.16  2.40  -0.40
P  -1.18  1.36  1.10
C  -0.66  2.51  2.39
C  0.65  2.97  2.38
C  1.08  3.88  3.33
C  0.20  4.31  4.32
C  -1.11  3.84  4.34
C  -1.54  2.94  3.38
C  -2.89  0.91  1.44
C  -3.16  0.04  2.50
C  -4.46  -0.29  2.82
C  -5.51  0.24  2.09
C  -5.26  1.10  1.03
C  -3.95  1.44  0.70
C  -1.46  2.65  -2.79
C  -0.46  3.60  -2.99
C  -0.55  4.48  -4.06
C  -1.63  4.42  -4.93
C  -2.62  3.48  -4.72
C  -2.55  2.60  -3.65
P  -0.70  -0.95  -1.40
C  -1.74  -2.41  -1.64
C  -2.61  -2.76  -0.61
C  -3.51  -3.80  -0.78
C  -3.53  -4.50  -1.98
C  -2.68  -4.14  -3.02
C  -1.78  -3.10  -2.85
C  0.61  -1.01  -2.63
C  0.94  0.09  -3.42
C  2.01  0.00  -4.31
C  2.75  -1.16  -4.40
C  2.42  -2.27  -3.62
C  1.35  -2.19  -2.74
H  -2.16  0.24  -2.86
H  -2.76  0.21  -1.21
H  -1.89  3.20  -0.23
H  -0.18  2.88  -0.33
H  1.34  2.63  1.62
H  2.10  4.24  3.31
H  0.53  5.02  5.07
H  -1.79  4.18  5.11
H  -2.56  2.58  3.40
H  -2.34  -0.36  3.09
H  -4.66  -0.94  3.66
H  -6.53  -0.01  2.34
H  -6.08  1.52  0.46
H  -3.78  2.12  -0.12
H  0.39  3.64  -2.33
H  0.23  5.22  -4.20
H  -1.69  5.11  -5.76
H  -3.47  3.43  -5.39
H  -3.35  1.89  -3.48
H  -2.60  -2.22  0.33
H  -4.19  -4.07  0.01
H  -4.23  -5.32  -2.12
H  -2.71  -4.68  -3.96
H  -1.13  -2.82  -3.67
H  0.37  1.01  -3.36
H  2.25  0.86  -4.92
H  3.58  -1.22  -5.10
H  2.98  -3.19  -3.72
H  1.09  -3.06  -2.15
C  -1.73  -4.36  3.81
C  -1.20  -3.29  2.97
N  -0.78  -2.45  2.30
H  -2.32  -3.93  4.62
H  -0.90  -4.93  4.24
H  -2.35  -5.02  3.21
C  1.99  -0.03  3.55
C  2.98  0.13  2.38
C  4.38  -0.32  2.79
P  2.34  -0.62  0.84
C  3.04  0.33  -0.58
C  4.54  0.64  -0.46
C  2.29  1.64  -0.82
C  2.76  -2.39  0.61
C  2.57  -3.22  1.89
C  4.14  -2.66  -0.01
H  2.27  0.64  4.36
H  2.02  -1.05  3.94
H  0.96  0.20  3.26
H  3.01  1.19  2.12
H  4.40  -1.36  3.10
H  4.70  0.27  3.66
H  5.13  -0.17  2.01
H  2.88  -0.33  -1.44
H  4.73  1.34  0.36
H  4.86  1.13  -1.38
H  5.16  -0.23  -0.32
H  2.42  2.31  0.02
H  1.23  1.49  -1.01
H  2.73  2.13  -1.70
H  2.00  -2.71  -0.11
H  3.44  -3.14  2.53
H  2.46  -4.27  1.61
H  1.69  -2.93  2.46
H  4.94  -2.28  0.61
H  4.23  -2.24  -1.01
H  4.27  -3.74  -0.10

Summary:
lowest unoccupied orbital energy (alpha / beta) = -4.2 / -7.1 eV
<S²> = 2.008
multiplicity = 3
DFT total energy = -2931.33694 a.u.
F_max = 0.520 eV Å⁻¹
net charge = +2

These are the Mulliken partial charges, in e, on atoms 1 to 99:
1 Pd 0.939
2 C -2.067
3 N 1.388
4 C -2.226
5 P 1.593
6 C 0.856
7 C -0.214
8 C -0.781
9 C -0.760
10 C -0.700
11 C -1.002
12 C 0.639
13 C -0.434
14 C -0.927
15 C -0.744
16 C -0.740
17 C -0.603
18 C 0.167
19 C 0.126
20 C -0.868
21 C -0.577
22 C -0.960
23 C -0.517
24 P 2.161
25 C 0.717
26 C -0.297
27 C -1.009
28 C -0.630
29 C -0.807
30 C -0.612
31 C 0.704
32 C -0.792
33 C -0.561
34 C -0.764
35 C -0.804
36 C -0.714
37 H 1.109
38 H 0.290
39 H 0.913
40 H 0.632
41 H 0.189
42 H 0.485
43 H 0.431
44 H 0.459
45 H 0.405
46 H 0.512
47 H 0.475
48 H 0.440
49 H 0.483
50 H 0.333
51 H 0.219
52 H 0.446
53 H 0.423
54 H 0.433
55 H 0.453
56 H 0.256
57 H 0.502
58 H 0.430
59 H 0.461
60 H 0.429
61 H 0.130
62 H 0.540
63 H 0.443
64 H 0.473
65 H 0.536
66 C -1.139
67 C 0.740
68 N -0.646
69 H 0.317
70 H 0.350
71 H 0.319
72 C -1.259
73 C 1.002
74 C -1.527
75 P -0.316
76 C 2.112
77 C -1.825
78 C -1.575
79 C 1.784
80 C -1.542
81 C -1.676
82 H 0.449
83 H 0.396
84 H 0.022
85 H 0.462
86 H 0.256
87 H 0.458
88 H 0.353
89 H -1.102
90 H 0.386
91 H 0.498
92 H 0.382
93 H 0.669
94 H -0.282
95 H 0.710
96 H -0.243
97 H 0.351
98 H 0.466
99 H 0.070

---

Which formula does entry 2 have? C43H53N2P3Pd